(one)
Molecular formula: C3H8ClN3
Method: DFT, the ωB97M-V functional and the def2-TZVPD basis

Structure (ORCA input):
```
! wB97M-V def2-TZVPD RIJCOSX def2/J DEFGRID3
* xyz 2 1
C 2.133 -0.700 -0.262
C -0.655 -0.676 0.150
C -2.829 0.387 -0.404
N 1.117 -0.150 0.345
N 3.412 -0.547 -0.161
N -1.495 0.289 0.166
Cl -0.958 -2.343 0.084
H 1.662 -1.340 -1.136
H -3.154 -0.567 -0.627
H -2.574 0.995 -1.267
H -3.561 0.740 0.398
H 1.075 0.469 1.110
H 4.009 -1.033 -0.854
H 4.010 -0.098 0.525
H -1.132 1.213 0.642
*
```

## Properties
Molecular weight in g mol⁻¹: 121.57
Frontier orbital gap in eV: 10.22



(two)
Molecular formula: C3H8ClN3
Method: DFT, the ωB97M-V functional and the def2-TZVPD basis

Structure (ORCA input):
```
! wB97M-V def2-TZVPD RIJCOSX def2/J DEFGRID3
* xyz 2 1
C -1.887 0.017 0.265
C 0.492 -0.214 -0.220
C 3.251 0.350 0.321
N -2.951 0.817 0.517
N 0.348 -1.310 -0.849
N -0.698 0.470 0.068
Cl 4.516 -0.459 -0.172
H -2.105 -1.038 0.255
H 2.480 -0.214 1.041
H 3.229 1.439 0.181
H -3.794 0.307 0.558
H -2.766 1.822 0.307
H 1.098 -1.809 -1.153
H -0.589 -1.670 -1.237
H -0.623 1.492 0.119
*
```

## Properties
Molecular weight in g mol⁻¹: 121.57
Frontier orbital gap in eV: 7.77



Most stable: (one). Least stable: (two).



(one)
Molecular formula: C23H29N3O4
Method: DFT, the ωB97M-V functional and the def2-TZVPD basis

Structure (ORCA input):
```
! wB97M-V def2-TZVPD RIJCOSX def2/J DEFGRID3
* xyz 0 1
C 0.074 3.354 5.208
C 0.177 3.405 3.705
O -0.408 4.238 3.051
C 1.040 2.382 3.053
C 1.371 2.571 1.710
C 2.176 1.659 1.061
C 2.642 0.532 1.720
C 2.289 0.316 3.048
C 1.503 1.252 3.715
H 1.259 1.053 4.745
O 2.657 -0.779 3.785
C 3.082 -1.934 3.091
C 2.082 -2.326 2.051
C 0.716 -2.314 2.073
C 0.359 -2.620 0.734
N 1.428 -2.807 0.008
O 2.502 -2.624 0.812
C -1.027 -2.750 0.185
O -1.595 -3.823 0.157
N -1.589 -1.589 -0.205
C -0.920 -0.310 -0.253
H 0.023 -0.356 0.293
C -0.678 0.105 -1.704
H -0.200 1.086 -1.723
H -0.012 -0.621 -2.172
C -2.023 0.150 -2.454
N -1.964 0.600 -3.832
C -1.014 -0.084 -4.689
C -1.349 0.211 -6.149
C -1.277 1.712 -6.405
C -2.196 2.426 -5.420
C -1.834 2.036 -3.989
H -2.516 2.529 -3.292
H -0.808 2.384 -3.769
H -3.229 2.133 -5.611
H -2.116 3.509 -5.535
H -1.570 1.939 -7.431
H -0.250 2.057 -6.262
H -2.360 -0.145 -6.356
H -0.654 -0.323 -6.799
H -1.078 -1.158 -4.511
H 0.023 0.240 -4.489
C -2.692 -1.226 -2.347
C -2.872 -1.603 -0.878
H -3.284 -2.610 -0.780
H -3.538 -0.890 -0.380
H -2.076 -1.987 -2.826
H -3.659 -1.201 -2.849
H -2.671 0.867 -1.933
H -1.561 0.431 0.240
H 0.066 -2.113 2.897
H 3.169 -2.707 3.861
H 4.063 -1.793 2.620
H 3.277 -0.159 1.188
H 2.449 1.814 0.028
H 0.992 3.445 1.204
H 1.063 3.326 5.657
H -0.466 4.229 5.561
H -0.471 2.461 5.508
*
```

## Properties
Structure (SMILES): CC(=O)c1cccc(OCc2cc(C(=O)N3CCC(N4CCCCC4)CC3)no2)c1
Molecular weight in g mol⁻¹: 411.50
Frontier orbital gap in eV: 8.49



(two)
Molecular formula: C23H29N3O4
Method: DFT, the ωB97M-V functional and the def2-TZVPD basis

Structure (ORCA input):
```
! wB97M-V def2-TZVPD RIJCOSX def2/J DEFGRID3
* xyz 0 1
C -6.334 -4.114 1.530
O -6.109 -3.763 0.089
C -6.359 -2.305 -0.205
C -5.324 -1.495 0.225
C -5.622 -0.224 -0.381
O -6.749 0.188 -0.709
N -4.740 0.719 0.149
C -3.384 0.529 0.430
H -2.827 -0.067 -0.250
C -2.540 1.727 0.878
H -3.201 2.585 1.610
H -1.743 1.585 1.258
C -2.266 2.398 -0.500
C -3.495 2.660 -1.277
C -4.793 2.169 -0.691
H -5.714 2.137 -1.109
H -4.954 2.741 0.291
H -3.684 3.492 -1.703
H -3.224 1.948 -2.166
O -1.263 2.037 -1.013
C 0.008 2.091 -0.799
C 0.870 1.484 -1.316
C 2.320 1.519 -1.089
C 2.710 2.185 0.128
C 1.844 3.031 0.450
C 0.583 2.863 0.370
H -0.175 3.228 0.984
H 2.238 3.607 1.495
C 4.123 2.163 0.487
O 4.682 3.088 1.100
N 4.972 1.268 -0.085
H 4.502 0.285 -0.521
C 6.352 1.015 0.422
H 6.554 1.693 1.025
H 6.958 0.911 -0.463
C 6.517 -0.146 1.204
C 6.253 -1.526 0.104
N 5.046 -1.564 -0.074
C 4.760 -2.559 -1.120
C 5.548 -3.515 -1.272
C 6.976 -3.674 -0.573
C 7.045 -2.454 0.335
H 8.038 -2.504 0.631
H 7.572 -4.524 -0.858
H 5.293 -4.398 -2.092
H 3.960 -2.643 -1.619
H 7.560 -0.519 1.633
H 5.882 -0.505 2.022
H 3.050 0.955 -1.870
H 0.499 0.901 -2.275
H -1.994 3.659 -0.168
H -3.480 -0.036 1.413
H -5.101 -1.394 1.242
H -4.374 -1.912 -0.070
H -7.338 -2.141 0.412
H -6.601 -2.235 -1.051
H -6.335 -5.261 1.412
H -5.667 -3.678 2.116
H -7.325 -3.705 1.874
*
```

## Properties
Structure (SMILES): COCCC(=O)N1CCC(Oc2ccc(C(=O)NCCc3ccccn3)cc2)CC1
Molecular weight in g mol⁻¹: 411.50
Frontier orbital gap in eV: 8.11



Most stable: (one). Least stable: (two).



(one)
Molecular formula: C5H9F
Method: DFT, the ωB97M-V functional and the def2-TZVPD basis

Structure (ORCA input):
```
! wB97M-V def2-TZVPD RIJCOSX def2/J DEFGRID3
* xyz 0 1
C -1.869 -0.982 -0.014
C -0.369 -0.972 -0.036
C 0.432 0.108 -0.072
C -0.014 1.541 0.044
C 1.908 0.002 -0.053
H -2.259 -1.258 1.007
H -2.248 -1.781 -0.651
H -2.216 -0.034 -0.329
H 0.159 -1.966 0.089
H 0.566 2.162 -0.625
H 0.023 1.981 1.065
H -1.083 1.647 -0.241
H 2.366 0.535 0.763
H 2.414 0.340 -1.012
F 2.189 -1.322 0.065
*
```

## Properties
Structure (SMILES): C/C=C(\C)CF
Molecular weight in g mol⁻¹: 88.12
Frontier orbital gap in eV: 10.09



(two)
Molecular formula: C5H9F
Method: DFT, the ωB97M-V functional and the def2-TZVPD basis

Structure (ORCA input):
```
! wB97M-V def2-TZVPD RIJCOSX def2/J DEFGRID3
* xyz 0 1
C 1.963 0.539 -0.562
C 1.029 -0.668 -0.010
C -0.153 -0.445 1.029
C -1.307 -0.082 0.140
C -2.156 0.914 -0.093
H 1.999 0.978 0.457
H 2.753 0.199 -1.170
H 1.271 1.325 -1.177
H 0.436 -1.148 -1.061
H 1.536 -1.734 0.456
H -0.371 -1.512 1.363
H -0.115 0.344 1.880
H -2.261 1.845 0.410
H -3.050 0.512 -0.858
F -1.576 -1.065 -0.804
*
```

## Properties
Structure (SMILES): C=C(F)CCC
Molecular weight in g mol⁻¹: 88.12
Frontier orbital gap in eV: 10.49



Most stable: (one). Least stable: (two).



(one)
Molecular formula: C3H4NO5P
Method: DFT, the ωB97M-V functional and the def2-TZVPD basis

Structure (ORCA input):
```
! wB97M-V def2-TZVPD RIJCOSX def2/J DEFGRID3
* xyz -2 1
C 0.712 -1.718 0.859
C 0.986 -0.098 -1.132
C 0.637 -0.198 0.401
N -0.621 0.352 0.747
O -0.232 -2.406 0.510
O -3.107 1.160 0.942
O 1.716 -2.075 1.529
O -0.641 1.957 0.711
O -2.191 1.611 -1.371
P -1.924 1.232 0.065
H 1.320 0.961 -1.203
H 1.856 -0.775 -1.356
H 0.045 -0.352 -1.682
H 1.443 0.348 0.980
*
```

## Properties
Structure (SMILES): C[C@H](C(=O)[O-])N1O[P@@]1(=O)[O-]
Molecular weight in g mol⁻¹: 165.04
Frontier orbital gap in eV: 7.64



(two)
Molecular formula: C3H4NO5P
Method: DFT, the ωB97M-V functional and the def2-TZVPD basis

Structure (ORCA input):
```
! wB97M-V def2-TZVPD RIJCOSX def2/J DEFGRID3
* xyz -2 1
C 0.492 0.199 0.813
C 0.269 0.296 -0.457
C -0.700 -0.629 -1.281
N -0.553 -0.471 -2.663
O -2.901 1.161 -0.517
O -3.449 -1.214 -1.293
O -0.854 -1.343 -3.524
O -0.085 0.651 -3.078
O -2.231 -0.808 0.904
P -2.614 -0.306 -0.450
H 1.187 0.874 1.273
H -0.053 -0.711 1.216
H 0.641 1.027 -1.091
H -0.746 -1.609 -0.926
*
```

## Properties
Structure (SMILES): C=C[C@H]([N+](=O)[O-])P(=O)([O-])[O-]
Molecular weight in g mol⁻¹: 165.04
Frontier orbital gap in eV: 6.88



Most stable: (one). Least stable: (two).



(one)
Molecular formula: C3H4ClNOS
Method: DFT, the ωB97M-V functional and the def2-TZVPD basis

Structure (ORCA input):
```
! wB97M-V def2-TZVPD RIJCOSX def2/J DEFGRID3
* xyz 0 1
C 1.709 0.798 -0.012
C -0.820 0.107 0.378
C -1.848 -0.382 -0.299
H 4.481 -0.298 -0.180
H 1.143 1.700 -0.091
H -0.899 0.843 1.191
H -1.764 -1.142 -1.035
N 2.990 0.858 -0.186
O 3.517 -0.410 -0.126
S 0.793 -0.651 0.195
Cl -3.468 0.202 -0.064
*
```

## Properties
Structure (SMILES): O/N=C\S/C=C/Cl
Molecular weight in g mol⁻¹: 137.59
Frontier orbital gap in eV: 9.62



(two)
Molecular formula: C3H4ClNOS
Method: DFT, the ωB97M-V functional and the def2-TZVPD basis

Structure (ORCA input):
```
! wB97M-V def2-TZVPD RIJCOSX def2/J DEFGRID3
* xyz 0 1
C -1.155 -0.635 0.991
C 1.118 -0.184 -0.143
C -0.193 0.108 -0.802
N -1.303 -0.179 -0.217
O -0.282 0.644 -2.041
S 0.468 -0.627 1.488
Cl 1.229 1.578 2.061
H -1.803 -1.017 1.677
H 1.498 -1.079 -0.628
H 1.592 0.682 -0.034
H -1.170 0.708 -2.353
*
```

## Properties
Molecular weight in g mol⁻¹: 137.59
Frontier orbital gap (spin up / spin down) in eV: 7.16 / 7.16



Most stable: (two). Least stable: (one).



(one)
Molecular formula: C5H15N2S
Method: DFT, the ωB97M-V functional and the def2-TZVPD basis

Structure (ORCA input):
```
! wB97M-V def2-TZVPD RIJCOSX def2/J DEFGRID3
* xyz 1 1
N -1.081 2.575 -0.136
C 0.089 2.083 -0.958
C -0.197 0.734 -1.844
C -0.997 -0.461 -1.058
S -0.009 -2.045 -0.897
C 0.710 -2.287 0.815
C 0.146 -1.252 1.958
N 0.563 0.213 1.712
H -1.963 2.049 -0.319
H -0.847 2.640 0.879
H 1.032 2.029 -0.259
H 0.327 2.950 -1.744
H 0.865 0.297 -2.167
H -0.733 1.021 -2.860
H -1.427 -0.069 -0.019
H -1.967 -0.723 -1.703
H 1.111 -1.900 -1.765
H 0.448 -3.384 1.206
H 1.881 -2.226 0.724
H 0.701 -1.548 2.972
H -1.001 -1.368 2.180
H 1.212 0.534 2.463
H 1.137 0.137 0.818
*
```

## Properties
Molecular weight in g mol⁻¹: 135.26
Frontier orbital gap in eV: 8.40



(two)
Molecular formula: C5H15N2S
Method: DFT, the ωB97M-V functional and the def2-TZVPD basis

Structure (ORCA input):
```
! wB97M-V def2-TZVPD RIJCOSX def2/J DEFGRID3
* xyz 1 1
N 1.567 -0.290 -0.370
C 0.574 0.058 0.727
C 0.732 1.388 1.418
S 0.573 2.768 0.186
C -0.895 -0.321 0.205
N -1.022 -1.757 0.466
C -1.224 -2.733 -0.668
C -1.072 -2.099 -2.074
H 2.550 -0.206 -0.098
H 1.433 0.260 -1.222
H 1.418 -1.277 -0.597
H 0.764 -0.659 1.547
H 1.614 1.496 2.025
H -0.175 1.492 2.008
H -0.035 3.709 0.894
H -1.007 -0.063 -0.845
H -1.503 0.228 0.935
H -1.823 -1.828 1.082
H -2.144 -3.318 -0.660
H -0.412 -3.458 -0.472
H -0.762 -2.923 -2.728
H -2.024 -1.660 -2.377
H -0.193 -1.458 -2.122
*
```

## Properties
Structure (SMILES): CCNC[C@@H]([NH3+])CS
Molecular weight in g mol⁻¹: 135.26
Frontier orbital gap in eV: 9.35



Most stable: (two). Least stable: (one).



(one)
Molecular formula: C2H6NO
Method: DFT, the ωB97M-V functional and the def2-TZVPD basis

Structure (ORCA input):
```
! wB97M-V def2-TZVPD RIJCOSX def2/J DEFGRID3
* xyz 1 1
C -1.520 -0.752 0.005
C -1.110 0.678 -0.219
N -0.199 -0.097 0.061
O 2.260 0.085 -0.007
H -1.853 -1.130 1.032
H -1.910 -1.269 -0.914
H -1.576 1.626 -0.509
H 0.971 -0.207 0.151
H 2.480 0.864 -0.511
H 2.457 0.202 0.911
*
```

## Properties
Molecular weight in g mol⁻¹: 60.08
Frontier orbital gap in eV: 11.66



(two)
Molecular formula: C2H6NO
Method: DFT, the ωB97M-V functional and the def2-TZVPD basis

Structure (ORCA input):
```
! wB97M-V def2-TZVPD RIJCOSX def2/J DEFGRID3
* xyz 1 1
O -0.433 0.863 1.121
C 0.170 -0.172 1.046
C 0.448 -0.784 -0.328
N -0.164 0.133 -1.336
H 0.553 -0.722 1.917
H 1.517 -0.807 -0.494
H 0.024 -1.781 -0.430
H -1.145 0.317 -1.094
H 0.250 1.070 -1.288
H -0.092 -0.200 -2.299
*
```

## Properties
Structure (SMILES): [NH3+]CC=O
Molecular weight in g mol⁻¹: 60.08
Frontier orbital gap in eV: 11.51



Most stable: (two). Least stable: (one).